No. 1
Density functional theory data (ωB97M-V/def2-TZVPD) for the molecule C9H17NOS.

Frontier orbital gap (spin up / spin down), eV: 5.38 / 6.21
HOMO energy (spin up / spin down), eV: -4.65 / -8.73
2S+1: 3
Energy above the lowest of the compared OMol25 structures with the same formula, charge and spin, kJ/mol: 86.4
<S²>: 2.006

Last column: Löwdin charge in e.
Positions of all 29 atoms, in Å:
C 1.85 -1.50 -0.41  -0.39
C 2.21 0.43 0.72  -0.21
C 2.04 1.89 0.28  -0.46
C -0.01 0.27 -0.45  -0.52
C 0.01 0.18 -2.01  -0.05
C -1.60 -1.73 0.16  -0.05
C -2.45 0.63 -0.25  -0.06
C -0.99 0.03 1.78  -0.07
C -1.26 -0.25 0.29  -0.57
N 1.22 -0.38 -0.01  -0.10
O 2.97 -1.79 -0.06  0.18
S 0.30 2.18 -0.06  0.94
H 1.28 -2.14 -1.01  0.11
H 3.30 0.29 0.45  0.14
H 2.13 0.35 1.89  0.15
H 2.46 2.49 1.01  0.05
H 2.69 2.16 -0.51  0.06
H 0.75 0.69 -2.50  0.06
H -0.87 0.49 -2.37  0.02
H 0.04 -0.80 -2.41  0.07
H -2.46 -2.05 0.83  0.12
H -0.67 -2.24 0.31  0.06
H -1.86 -1.91 -0.81  0.05
H -3.40 -0.05 -0.19  0.12
H -2.44 1.65 0.26  0.09
H -2.42 0.77 -1.31  0.04
H -0.13 0.75 2.02  0.07
H -0.74 -0.91 2.23  0.07
H -1.95 0.50 2.11  0.09



No. 2
Density functional theory data (ωB97M-V/def2-TZVPD) for a structure of composition C9H18AlClFN2O2S.

Frontier orbital gap, eV: 7.43
HOMO energy, eV: -4.74
2S+1: 1
Charge: -1

Last column: Löwdin charge in e.
Positions of all 35 atoms, in Å:
O 3.70 -1.19 -1.33  -0.09
O 4.16 -0.72 -2.61  -0.26
C 3.48 0.53 -2.89  -0.27
Al 1.48 0.52 -2.84  -0.53
F 0.97 1.87 -3.72  -0.27
S 0.62 -1.30 -3.89  0.35
Cl 0.67 0.67 -0.82  0.16
H 3.05 -1.85 -1.61  0.07
H 3.92 1.30 -2.25  0.05
H 3.81 0.73 -3.91  0.06
H 0.73 -2.12 -2.84  -0.32
C 1.60 3.92 2.64  -0.11
C 0.12 4.28 2.61  -0.26
C -0.73 3.28 3.40  -0.20
C -0.66 1.94 2.81  -0.24
N -0.62 0.90 2.32  0.15
H 1.77 2.95 2.17  0.08
H 2.19 4.66 2.10  0.07
H 1.97 3.88 3.66  0.07
H -0.23 4.31 1.58  0.11
H -0.05 5.27 3.04  0.10
H -1.78 3.58 3.41  0.11
H -0.39 3.21 4.43  0.11
C -3.17 -2.16 -0.79  -0.10
C -3.19 -3.66 -0.52  -0.27
C -1.94 -4.12 0.25  -0.19
C -0.73 -3.87 -0.53  -0.22
N 0.23 -3.63 -1.11  0.17
H -2.31 -1.88 -1.41  0.07
H -4.07 -1.84 -1.31  0.07
H -3.10 -1.59 0.14  0.08
H -3.24 -4.21 -1.46  0.11
H -4.07 -3.93 0.07  0.10
H -1.99 -5.18 0.50  0.11
H -1.85 -3.56 1.18  0.12



No. 3
Density functional theory data (ωB97M-V/def2-TZVPD) for a structure of composition C9H18BiCl2O.

Frontier orbital gap, eV: 7.11
HOMO energy, eV: -3.91
2S+1: 1
Charge: -1
Energy above the lowest of the compared OMol25 structures with the same formula, charge and spin, kJ/mol: 123.8

Last column: Löwdin charge in e.
Positions of all 31 atoms, in Å:
Bi -0.30 1.26 -1.26  1.10
Cl 1.36 -0.19 -2.75  -0.29
Cl -1.08 2.10 1.27  -0.26
C -1.27 2.45 -2.58  -0.54
H -2.24 2.77 -2.11  -0.09
H -1.55 1.74 -3.43  -0.09
C -1.25 -0.98 0.40  -0.18
C -1.73 -0.46 -0.71  -0.43
H -1.31 -0.40 1.36  0.06
C -1.72 -1.15 -2.09  -0.28
H -2.17 0.61 -0.86  0.03
C -1.60 -2.64 -1.85  -0.21
H -2.64 -0.86 -2.62  0.11
H -0.92 -0.86 -2.81  0.01
C -0.38 -2.93 -0.98  -0.21
H -2.51 -2.92 -1.31  0.11
H -1.59 -3.21 -2.78  0.11
C -0.45 -2.25 0.40  -0.17
H -0.27 -4.00 -0.82  0.10
H 0.51 -2.60 -1.52  0.07
H -0.91 -2.91 1.15  0.11
H 0.57 -2.05 0.78  0.12
C 3.14 2.47 3.53  -0.11
C 2.20 1.74 2.59  -0.35
O 2.51 1.89 1.20  -0.13
H 4.18 2.21 3.35  0.07
H 2.90 2.20 4.57  0.06
H 3.03 3.56 3.44  0.07
H 2.26 0.66 2.78  0.11
H 1.17 2.06 2.74  0.04
H 2.06 2.70 0.91  0.06



No. 4
Density functional theory data (ωB97M-V/def2-TZVPD) for a structure of composition C9H18Cl2OPdS.

Frontier orbital gap (spin up / spin down), eV: 8.30 / 5.35
HOMO energy (spin up / spin down), eV: -7.85 / -8.51
2S+1: 5
Energy above the lowest of the compared OMol25 structures with the same formula, charge and spin, kJ/mol: 69.9
<S²>: 6.013

Last column: Löwdin charge in e.
Positions of all 32 atoms, in Å:
Pd -1.73 -1.39 -0.16  0.82
Cl -0.18 1.42 -0.89  0.67
Cl -0.92 -2.17 2.13  -0.23
C -3.52 -1.04 -0.69  -0.16
H -3.98 -1.61 -1.57  0.01
H -3.35 0.04 -0.74  -0.03
C 0.82 -0.08 -0.53  -0.67
C 0.07 -1.23 -0.86  -0.43
H 1.05 0.04 0.54  0.06
C -0.53 -0.97 -2.36  -0.29
H 0.52 -2.22 -0.93  0.11
C 0.61 -0.85 -3.33  -0.19
H -1.24 -1.80 -2.54  0.09
H -1.20 -0.10 -2.33  0.04
C 1.82 -0.03 -2.86  -0.20
H 0.93 -1.86 -3.54  0.11
H 0.26 -0.48 -4.30  0.12
C 2.12 -0.13 -1.35  -0.18
H 2.72 -0.34 -3.40  0.11
H 1.71 1.03 -3.11  0.10
H 2.58 -1.11 -1.12  0.13
H 2.85 0.61 -0.96  0.12
C 0.62 0.93 4.53  -0.25
S 0.59 1.46 2.81  0.76
C -1.19 1.65 2.61  -0.28
O 1.25 2.79 2.71  -0.55
H -0.37 0.54 4.79  0.05
H 0.90 1.77 5.17  0.06
H 1.35 0.12 4.59  0.05
H -1.55 2.27 3.43  0.06
H -1.38 2.11 1.63  0.02
H -1.62 0.64 2.64  0.01



No. 5
Density functional theory data (ωB97M-V/def2-TZVPD) for a structure of composition C9H18Cl2SSc.

Frontier orbital gap (spin up / spin down), eV: 3.14 / 3.07
HOMO energy (spin up / spin down), eV: -0.76 / -0.65
2S+1: 1
Charge: -1
Energy above the lowest of the compared OMol25 structures with the same formula, charge and spin, kJ/mol: 410.8

Last column: Löwdin charge in e.
Positions of all 31 atoms, in Å:
Sc -0.54 0.08 2.08  -0.07
Cl -1.95 1.84 1.91  -0.08
Cl 0.47 0.00 4.10  -0.05
C 0.65 -1.69 -2.47  -0.31
H 0.45 -2.77 -2.28  0.08
H 1.20 -1.30 -1.57  0.08
C -0.84 -1.06 -2.19  -0.22
C 1.65 -1.66 -3.49  -0.20
H -1.48 -1.67 -1.56  -0.03
C 1.70 -0.60 -4.49  -0.27
H 2.31 -2.52 -3.61  0.07
C 0.98 0.69 -4.00  -0.22
H 2.75 -0.34 -4.71  0.09
H 1.22 -0.94 -5.42  0.10
C -0.54 0.58 -4.14  -0.22
H 1.25 0.91 -2.96  0.11
H 1.34 1.52 -4.63  0.09
C -1.29 0.14 -2.83  -0.37
H -0.94 1.57 -4.45  0.09
H -0.79 -0.12 -4.96  0.10
H -1.30 1.00 -2.11  0.07
H -2.34 -0.04 -3.12  0.08
C -0.18 -2.96 2.11  -0.38
S -1.63 -2.09 1.40  0.75
C -2.44 -1.50 2.93  -0.44
H 0.65 -2.27 2.39  0.00
H 0.16 -3.65 1.32  0.05
H -0.51 -3.54 2.98  0.05
H -3.50 -1.48 2.68  0.05
H -2.25 -2.22 3.74  0.05
H -2.17 -0.47 3.29  -0.04



No. 6
Density functional theory data (ωB97M-V/def2-TZVPD) for a structure of composition C9H18Cl2STc.

Frontier orbital gap (spin up / spin down), eV: 7.70 / 7.41
HOMO energy (spin up / spin down), eV: -7.77 / -8.65
2S+1: 4
Energy above the lowest of the compared OMol25 structures with the same formula, charge and spin, kJ/mol: 0.0
<S²>: 3.878

Last column: Löwdin charge in e.
Positions of all 31 atoms, in Å:
Tc 0.85 0.28 0.31  0.81
Cl 0.23 -1.89 0.50  0.02
Cl 1.58 2.23 1.36  -0.04
C 2.61 -0.23 0.31  -0.36
H 3.46 0.47 0.32  -0.01
H 3.00 -1.15 -0.18  0.00
C -0.50 1.56 -1.16  -0.21
C 0.61 0.92 -1.63  -0.37
H -0.57 2.51 -0.65  0.08
C 0.52 -0.40 -2.42  -0.23
H 1.63 1.32 -1.68  0.10
C -0.73 -0.36 -3.30  -0.19
H 1.46 -0.59 -2.95  0.12
H 0.43 -1.26 -1.73  0.00
C -2.02 -0.02 -2.51  -0.20
H -0.62 0.45 -4.05  0.12
H -0.88 -1.31 -3.83  0.11
C -1.88 1.30 -1.74  -0.20
H -2.83 0.11 -3.25  0.11
H -2.29 -0.81 -1.80  0.11
H -2.16 2.17 -2.39  0.13
H -2.59 1.30 -0.89  0.11
C -1.24 -1.08 3.60  -0.42
S -0.14 0.29 3.08  0.63
C 1.39 -0.37 3.80  -0.39
H -2.02 -1.10 2.84  0.02
H -1.65 -0.85 4.59  0.04
H -0.67 -2.01 3.61  0.03
H 1.74 0.34 4.55  0.04
H 1.17 -1.33 4.29  0.04
H 2.12 -0.49 2.99  0.00



No. 7
Density functional theory data (ωB97M-V/def2-TZVPD) for a structure of composition C9H18Cl2SW.

Frontier orbital gap (spin up / spin down), eV: 6.59 / 7.25
HOMO energy (spin up / spin down), eV: -7.47 / -7.60
2S+1: 3
<S²>: 2.189

Last column: Löwdin charge in e.
Positions of all 31 atoms, in Å:
W -0.86 0.89 1.40  0.57
Cl -1.44 3.07 1.59  -0.04
Cl 0.53 1.17 3.26  -0.12
C 3.33 -1.01 -0.59  -0.04
H 4.05 -1.71 -0.14  0.06
H 3.27 -0.05 -0.07  0.06
C -1.89 0.64 -0.34  -0.38
C 2.54 -1.31 -1.60  -0.19
H -2.63 -0.23 -0.40  0.02
C 1.67 -0.28 -2.40  -0.17
H 2.36 -2.38 -1.85  0.10
C 0.93 1.04 -1.85  -0.19
H 2.40 0.16 -3.10  0.10
H 0.93 -0.86 -2.97  0.09
C -0.45 1.49 -2.45  -0.20
H 0.86 1.13 -0.74  0.05
H 1.57 1.87 -2.19  0.10
C -1.77 1.35 -1.64  -0.34
H -0.42 2.56 -2.75  0.11
H -0.69 0.99 -3.39  0.10
H -2.19 2.37 -1.55  0.09
H -2.54 0.91 -2.31  0.09
C 0.14 -2.01 2.67  -0.38
S -1.34 -1.39 1.79  0.72
C -2.23 -0.56 3.12  -0.41
H 1.06 -1.79 2.13  0.03
H -0.03 -3.09 2.64  0.03
H 0.21 -1.67 3.70  0.03
H -3.21 -1.05 3.04  0.05
H -1.83 -0.74 4.12  0.06
H -2.31 0.53 2.86  -0.01



No. 8
Density functional theory data (ωB97M-V/def2-TZVPD) for the molecule C9H18N2O4.

Frontier orbital gap, eV: 10.18
HOMO energy, eV: -9.65
Structure (SMILES): CC(C)[C@H](NC(=O)[C@@H](N)[C@@H](C)O)C(=O)O
2S+1: 1
Energy above the lowest of the compared OMol25 structures with the same formula, charge and spin, kJ/mol: 163.1

Last column: Löwdin charge in e.
Positions of all 33 atoms, in Å:
C 0.00 0.73 -1.96  -0.26
C -0.72 1.23 -0.64  -0.43
C 1.52 1.08 -2.02  -0.40
C 1.78 2.50 -1.55  -0.04
C -0.13 -0.80 0.67  -0.22
C -1.36 -1.63 0.91  -0.48
C 0.89 -0.96 1.80  -0.40
C 1.52 -2.32 1.83  -0.08
C 0.19 -0.58 3.09  -0.05
H -1.59 1.07 -3.05  0.08
H -0.86 2.44 -2.63  0.09
H -0.16 -0.36 -2.11  0.15
H 1.84 1.04 -3.11  0.16
H 2.99 0.47 -0.95  0.10
H 2.88 2.64 -1.57  0.09
H 1.28 3.26 -2.15  0.09
H 1.44 2.56 -0.52  0.08
H -1.24 0.87 1.27  0.15
H 0.39 -1.00 -0.28  0.14
H 1.69 -0.23 1.54  0.15
H 2.24 -2.34 2.69  0.09
H 2.14 -2.57 0.90  0.10
H 0.80 -3.17 1.88  0.08
H -0.51 0.27 2.94  0.07
H -0.34 -1.50 3.47  0.11
H 0.91 -0.20 3.87  0.10
H -3.20 -1.71 1.31  0.18
N -0.65 1.48 -3.04  0.03
N -0.54 0.61 0.54  0.12
O -1.38 2.27 -0.69  0.03
O 2.10 0.14 -1.15  -0.04
O -1.27 -2.86 0.89  0.09
O -2.51 -0.99 1.10  0.12



For each record above, in turn, the calculated calculated total energy values are -23974.5925, -49376.5614, -42556.0659, -51024.1429, -66203.4650, -47701.5372, -47326.0899, -20795.4696 eV.